Formula: C30H25N5O10
Source: the OMol25 dataset
Level of theory: ωB97M-V/def2-TZVPD

Values from the calculation:
- multiplicity = 1
- SMILES = O=[N+]([O-])c1ccccc1.O=[N+]([O-])c1ccccc1.O=[N+]([O-])c1ccccc1.O=[N+]([O-])c1ccccc1.O=[N+]([O-])c1ccccc1
- gap between HOMO and LUMO (eV) = 8.8

```
70
C30H25N5O10 | the OMol25 dataset | ωB97M-V/def2-TZVPD
C 0.18505 0.52529 22.30648
C 0.06001 -0.80470 22.82833
C 0.92058 -1.33203 23.75695
C 1.88793 -0.48486 24.20711
C 2.04950 0.82059 23.76990
C 1.22947 1.32281 22.76157
N 2.67850 -1.00287 25.31204
O 2.74481 -2.21757 25.37495
O 3.13972 -0.19861 26.05964
H -0.51883 0.78763 21.55812
H -0.78188 -1.37927 22.44795
H 0.89086 -2.32985 24.17138
H 2.80567 1.44827 24.25695
H 1.29135 2.30755 22.32752
C -8.46654 7.57065 22.29806
C -8.98767 7.56857 23.61260
C -8.26634 8.24536 24.59249
C -7.06694 8.86768 24.22372
C -6.58441 8.79762 22.91158
C -7.25182 8.09712 21.94164
N -6.32428 9.57535 25.22047
O -5.37321 10.22198 24.81949
O -6.70482 9.56388 26.34729
H -8.98915 6.97628 21.53976
H -9.80233 6.99720 23.94242
H -8.52520 8.25895 25.62797
H -5.67630 9.35086 22.58199
H -6.77823 8.05164 20.95848
C -3.91751 0.65624 29.24112
C -2.93052 -0.30607 29.20600
C -2.03608 -0.39792 28.12453
C -2.26858 0.44189 27.08766
C -3.30978 1.34258 27.00151
C -4.11307 1.49079 28.13675
N -1.25249 0.55837 26.03981
O -0.18619 0.05964 26.15366
O -1.59153 1.16312 25.05324
H -4.53970 0.74456 30.15004
H -2.80438 -0.94150 30.06750
H -1.17948 -1.07385 28.11511
H -3.40891 2.07808 26.20002
H -4.87971 2.29557 28.02138
C -4.57580 10.58198 20.89662
C -4.28827 9.66312 19.91980
C -5.25549 9.33137 18.95557
C -6.38817 10.05665 18.96671
C -6.68581 11.03826 19.95896
C -5.75324 11.33809 20.93907
N -7.38616 9.86989 17.98938
O -7.29000 8.80573 17.33023
O -8.27953 10.65782 17.87373
H -3.84169 10.84232 21.61033
H -3.31809 9.15865 19.92895
H -5.06166 8.60875 18.19364
H -7.62582 11.51744 19.85525
H -6.02711 12.02061 21.75297
C -2.20155 5.08732 21.48507
C -1.93135 4.43804 22.67192
C -2.91172 4.45105 23.64604
C -4.09767 4.97753 23.34759
C -4.36763 5.59981 22.12418
C -3.40552 5.65313 21.15608
N -5.06123 4.92443 24.37397
O -6.18110 5.35006 24.15148
O -4.80184 4.48130 25.46306
H -1.40200 5.02772 20.75056
H -0.98611 3.95518 22.84020
H -2.75389 4.06461 24.59880
H -5.31964 6.10355 22.06954
H -3.59499 6.07621 20.13860
```

---

Formula: C30H25ORuS3Si
Source: the OMol25 dataset
Level of theory: ωB97M-V/def2-TZVPD

Values from the calculation:
- multiplicity = 5
- net charge = +1
- expectation value of S² = 6.02
- gap between HOMO and LUMO (spin up / spin down) (eV) = 7.6 / 6.7

```
61
C30H25ORuS3Si | the OMol25 dataset | ωB97M-V/def2-TZVPD
Ru 0.19369 -0.12954 -0.45340
S 1.58957 -1.41936 1.17090
C 3.03061 -1.76190 0.14976
C 4.08536 -2.42224 0.75724
C 5.24930 -2.67150 0.04250
C 5.34228 -2.25823 -1.27632
C 4.28526 -1.59370 -1.88285
C 3.11451 -1.33102 -1.17897
S 1.81570 -0.45712 -2.02409
H 3.99600 -2.73802 1.78871
H 6.07490 -3.18466 0.51558
H 6.24444 -2.45023 -1.84179
H 4.36243 -1.26784 -2.91176
C -2.47886 -3.68766 4.30456
C -2.33479 -2.37406 3.87552
C -1.59329 -2.09734 2.73864
C -0.98864 -3.13045 2.01657
C -1.13133 -4.44394 2.46415
C -1.87529 -4.71991 3.60294
Si 0.01034 -2.78890 0.49134
C -1.10808 -2.14093 -0.92691
C -2.17381 -1.24079 -0.72035
C -3.00384 -0.87531 -1.77375
C -2.80402 -1.41699 -3.03387
C -1.76790 -2.31864 -3.25217
C -0.91639 -2.65906 -2.21822
H -3.05760 -3.90449 5.19260
H -2.79477 -1.56794 4.43179
H -1.46016 -1.06399 2.42974
H -0.66189 -5.25824 1.92441
H -1.98058 -5.74182 3.94221
H 0.72033 -3.96793 -0.03098
H -2.39538 -0.87482 0.27820
H -3.81798 -0.18460 -1.59862
H -3.46194 -1.14756 -3.84958
H -1.62198 -2.74423 -4.23585
H -0.08976 -3.33492 -2.40013
O -0.34778 1.22067 1.19337
S -1.12692 2.52790 1.03920
C 0.08875 3.81121 1.28013
C -0.35417 5.12643 1.29614
C 0.57298 6.13852 1.47701
C 1.91659 5.82550 1.65102
C 2.33716 4.50355 1.64973
C 1.41839 3.47900 1.46617
C -1.36887 2.64988 -0.72492
C -2.66414 2.73141 -1.20967
C -2.86916 2.71166 -2.58336
C -1.78649 2.58681 -3.44218
C -0.49010 2.50667 -2.94527
C -0.27247 2.55327 -1.57664
H -1.40484 5.35976 1.16749
H 0.24820 7.16976 1.48947
H 2.63684 6.61896 1.79741
H 3.38162 4.26533 1.79782
H 1.72371 2.44055 1.48200
H -3.49984 2.80346 -0.52398
H -3.87257 2.78551 -2.98041
H -1.95244 2.56294 -4.51109
H 0.35204 2.41965 -3.61858
H 0.73705 2.57149 -1.17863
```

---

Formula: C30H26AsN3OPRhSe3Te
Source: the OMol25 dataset
Level of theory: ωB97M-V/def2-TZVPD

Values from the calculation:
- multiplicity = 5
- expectation value of S² = 6.02
- gap between HOMO and LUMO (spin up / spin down) (eV) = 6.7 / 5.3

```
67
C30H26AsN3OPRhSe3Te | the OMol25 dataset | ωB97M-V/def2-TZVPD
Rh 2.24086 1.26537 -0.20532
Se 3.71833 0.90945 -2.16321
Se 4.98308 2.63608 -1.37319
Te 3.35953 4.17579 -0.17243
Se 1.13763 3.38022 -0.86927
C -0.95348 0.16569 -0.82199
C -2.10754 -0.78586 -1.09144
As -3.89095 0.02584 -0.80296
C -3.42931 1.80297 -1.48467
C -2.75171 2.77783 -0.75581
C -2.37702 3.97210 -1.35598
C -2.67051 4.20469 -2.69294
C -3.34926 3.24270 -3.42594
C -3.73032 2.05168 -2.82159
C -3.73705 0.36766 1.11424
C -2.86275 -0.32801 1.94310
C -2.84921 -0.09385 3.31298
C -3.71280 0.83549 3.87076
C -4.59855 1.52636 3.05346
C -4.61289 1.28902 1.68790
P 0.71917 -0.51507 -0.54086
C 0.46961 -1.70743 0.80737
C 0.63054 -1.23882 2.11178
C 0.36417 -2.06977 3.19236
C -0.05992 -3.37295 2.97621
C -0.21574 -3.84790 1.67963
C 0.04621 -3.01995 0.59890
C 1.13912 -1.51037 -1.99514
C 0.55563 -1.28236 -3.23744
C 0.99898 -1.97374 -4.35772
C 2.03190 -2.89055 -4.24574
C 2.63221 -3.11128 -3.01166
C 2.19410 -2.42062 -1.89501
H -1.13214 0.74958 0.08742
H -0.85706 0.90770 -1.61952
H -2.07315 -1.67116 -0.45323
H -2.09801 -1.14946 -2.11950
H -2.50484 2.60749 0.28507
H -1.84615 4.71857 -0.77866
H -2.37315 5.13474 -3.15975
H -3.58790 3.42030 -4.46677
H -4.27034 1.30906 -3.39961
H -2.17476 -1.06157 1.53854
H -2.15629 -0.64184 3.93938
H -3.69944 1.02059 4.93691
H -5.28047 2.25024 3.48090
H -5.30897 1.83580 1.06088
H 0.97933 -0.22508 2.27924
H 0.49617 -1.69896 4.20077
H -0.26503 -4.02243 3.81724
H -0.54370 -4.86547 1.51176
H -0.07261 -3.39511 -0.41031
H -0.24013 -0.55541 -3.34273
H 0.53832 -1.78874 -5.31923
H 2.37827 -3.42622 -5.11973
H 3.45041 -3.81386 -2.92345
H 2.68176 -2.57820 -0.93940
N 4.13100 -1.12254 1.74181
C 4.23893 0.23414 1.83099
O 3.18025 0.93369 1.69273
C 5.50036 0.81522 2.05231
C 5.63456 2.22024 2.03439
N 5.71194 3.37263 1.99545
C 6.62887 -0.01647 2.25367
N 7.49940 -0.76260 2.38603
H 3.20796 -1.50235 1.87964
H 4.91453 -1.69295 2.01840
```

---

Formula: C30H26Br2NO2PtTe
Source: the OMol25 dataset
Level of theory: ωB97M-V/def2-TZVPD

Values from the calculation:
- multiplicity = 5
- net charge = +3
- expectation value of S² = 6.04
- gap between HOMO and LUMO (spin up / spin down) (eV) = 7.2 / 4.2

```
63
C30H26Br2NO2PtTe | the OMol25 dataset | ωB97M-V/def2-TZVPD
Pt -0.42734 2.47490 1.77697
C 1.83617 -4.08734 0.37684
C 1.04838 -2.83375 0.47299
C -0.36007 -2.83885 0.46969
C -1.08143 -1.69029 0.63582
C -2.60392 -1.70932 0.63812
O -3.19797 -1.03309 1.44606
C -3.28135 -2.57243 -0.35319
C -4.56181 -3.03477 -0.04457
C -5.25382 -3.80798 -0.96006
C -4.68556 -4.09964 -2.19435
C -3.41894 -3.62683 -2.51599
C -2.71106 -2.87467 -1.59351
C -0.38026 -0.43905 0.89672
O -1.06753 0.53128 1.30060
C 1.06117 -0.38361 0.68872
C 1.71668 -1.58081 0.51994
C 1.86080 0.86002 0.60530
N 1.43225 2.03728 0.94158
C 2.29630 3.22577 0.78883
C 1.71198 4.27561 -0.15839
Te 1.30849 3.47712 -2.09549
C -0.48651 2.57064 -1.56957
C -0.78705 1.34042 -2.14019
C -1.98655 0.70187 -1.81464
C -2.88644 1.30247 -0.95376
C -2.60643 2.56332 -0.41983
C -1.40179 3.19941 -0.69936
C 3.23009 0.70446 0.02742
C 4.36585 0.78227 0.82701
C 5.62031 0.65062 0.24655
C 5.74144 0.45627 -1.12426
C 4.60731 0.36808 -1.92049
C 3.34775 0.47668 -1.34434
H 1.20380 -4.96024 0.24016
H 2.42461 -4.22579 1.29026
H 2.55620 -4.03136 -0.44388
H -0.88287 -3.77913 0.34221
H -4.99723 -2.79009 0.91501
H -6.23766 -4.18343 -0.71465
H -5.23131 -4.70061 -2.90932
H -2.98567 -3.85240 -3.48094
H -1.71975 -2.51627 -1.84937
H 2.79380 -1.58956 0.41548
H 3.28780 2.93865 0.45288
H 2.40637 3.69282 1.77063
H 2.42893 5.08501 -0.29516
H 0.77887 4.70924 0.19839
H -0.11099 0.87153 -2.84626
H -2.22095 -0.25507 -2.26381
H -3.82277 0.81534 -0.71492
H -3.36108 3.07032 0.16770
H -1.26886 4.23209 -0.39642
H 4.27705 0.93903 1.89592
H 6.50518 0.70114 0.86660
H 6.72214 0.35912 -1.56983
H 4.70302 0.19200 -2.98362
H 2.45892 0.33572 -1.95217
Br 0.13259 2.02620 4.43135
C -1.63261 2.71068 4.82356
Br -2.39856 3.37888 3.15786
H -1.54952 3.53943 5.51683
H -2.25859 1.90062 5.17843
```

---

no.,total energy (a.u.)
1,-2183.85892
2,-2812.15346
3,-11558.31030
4,-6898.27649